Below is C37H25N5O3W as an isolated structure in a non-equilibrium geometry, with properties calculated with ωB97M-V/def2-TZVPD.

The geometry in ORCA input format:
```
! wB97M-V def2-TZVPD RIJCOSX def2/J DEFGRID3
* xyz -2 3
N -0.1535 1.5856 2.0081
C 3.7942 -3.3580 1.4327
C 1.1867 -0.5118 -2.9924
C -3.6619 1.9780 -6.5715
H -3.0419 3.5500 -3.1207
H -1.0010 -5.2492 -2.1265
C -3.2586 3.0902 -4.0732
H -4.2404 4.8287 -4.8183
C 1.2873 -2.7521 -1.9329
C -0.4707 -0.5993 -4.5927
H -2.3985 5.1301 4.4070
C 3.7978 -2.6187 0.2573
O 0.1795 2.5663 -0.0320
C -1.3490 3.9151 3.0030
C -3.7401 1.4660 -0.0625
H 4.4958 -4.1750 1.5483
H 0.9755 -6.4941 -2.9128
H -1.0477 -0.8697 -5.4591
H -3.8302 1.5450 -7.5528
C -0.8837 0.3136 -3.5502
C -0.0449 -4.7454 -2.1967
C 2.0477 -1.9712 2.3120
C 2.0984 -1.1671 1.1797
N -1.7643 0.6963 -0.8046
C -3.6719 1.7140 -1.4351
C 1.3798 -1.2905 -1.6480
C 1.0633 -5.4488 -2.6427
O -1.3168 2.8683 3.8400
C 2.3879 -3.4667 -2.4074
N 0.1627 0.3640 1.4123
H -2.2421 0.4794 1.2367
C -0.8639 4.9685 0.8879
C 0.7121 -1.1574 -4.2581
C -2.5592 0.8389 0.2740
H 4.5026 -2.8604 -0.5247
C -0.7831 3.8566 1.7161
C -1.4711 6.1345 1.3122
C -2.7725 1.7745 -4.3075
C -3.9164 3.8134 -5.0246
C -1.9598 5.0973 3.4191
H -1.5302 6.9907 0.6540
C 2.8700 -3.0800 2.4240
H -0.4449 4.8828 -0.1039
C -0.2003 2.6009 1.1871
C -4.1751 3.2669 -6.3060
N 0.0881 0.3442 -2.6302
C 2.9018 -1.5743 0.0934
H 3.1481 -5.3288 -3.1316
H -4.5522 1.7167 0.5990
C 1.4512 0.1534 1.0565
H 1.3526 -1.7131 3.0982
C -2.9768 1.2763 -5.6188
C -4.9177 3.9628 -7.2467
H -2.4956 7.1074 2.9211
H 1.2769 -1.8844 -4.8137
C 0.0626 -3.4126 -1.8414
C -2.0175 6.1960 2.5831
C -2.4340 1.2407 -1.8904
H -4.4552 2.1476 -2.0300
H 2.1818 0.9797 1.2223
H -0.8696 2.1200 3.3044
W 0.3128 0.3948 -0.7132
H -2.6280 0.2861 -5.8666
H 2.8183 -3.7049 3.3068
N -5.5582 4.5465 -8.0221
H 2.1135 0.0661 -3.1754
O 2.7410 -0.9571 -1.1319
C 2.2821 -4.7992 -2.7506
C -2.0534 1.0815 -3.2797
H 3.3289 -2.9494 -2.5260
H -0.8002 -2.8576 -1.4867
*
```

Kohn-Sham gap (spin up / spin down) = 4.31 / 5.09 eV
E = -54191.499 eV

Atomic partial charges in e from the Löwdin method, atoms 1 to 8: atom 1 (N): -0.01, atom 2 (C): -0.12, atom 3 (C): -0.30, atom 4 (C): -0.06, atom 5 (H): 0.11, atom 6 (H): 0.09, atom 7 (C): -0.05, atom 8 (H): 0.11

=====

Below is a single C2H4N4O2 molecule in a non-equilibrium geometry, with properties calculated with ωB97M-V/def2-TZVPD.

The geometry in ORCA input format:
```
! wB97M-V def2-TZVPD RIJCOSX def2/J DEFGRID3
* xyz 0 1
O -2.5397 0.6577 -0.3595
C -1.1372 0.9224 -0.1866
O -0.7892 -1.3895 -0.4816
N -0.3153 -0.1361 -0.3930
H 2.5170 -0.1858 1.0989
H -0.6679 -1.7925 0.3361
N 1.8785 -0.6809 0.4833
N 0.7003 1.5584 0.5693
N -0.5536 1.9672 0.1549
H 2.3147 -0.9258 -0.4505
H -2.2914 -0.3113 -0.8771
C 0.8837 0.3163 0.1059
*
```

Kohn-Sham gap = 9.46 eV
SMILES string = Nc1nnc(O)n1O
E = -12190.356 eV

Atomic partial charges in e from the Löwdin method, atoms 1 to 8: atom 1 (O): 0.02, atom 2 (C): -0.44, atom 3 (O): 0.09, atom 4 (N): -0.06, atom 5 (H): 0.08, atom 6 (H): 0.10, atom 7 (N): 0.10, atom 8 (N): 0.07

=====

Below is C31H58BrN4OP3Pt as an isolated structure in a non-equilibrium geometry, with properties calculated with ωB97M-V/def2-TZVPD.

The geometry in ORCA input format:
```
! wB97M-V def2-TZVPD RIJCOSX def2/J DEFGRID3
* xyz 4 5
H 2.5431 -4.4775 -3.9968
C -1.9662 2.6583 4.3144
H -2.5009 -3.9109 -3.2328
C -1.3641 2.9021 -0.6986
H 1.3333 -6.5253 -1.9238
H -0.2445 -6.0145 -2.6040
N 1.1397 -4.4546 -2.4797
C -1.4804 0.5203 0.1547
C 2.6966 2.8564 2.6753
H 2.5079 0.9419 -2.0479
P 0.4345 -3.6045 -1.2206
H -4.3299 1.8163 4.1678
H -3.1243 2.0947 0.5964
C -0.2393 3.3044 -2.9509
O 0.9966 -2.2368 -1.2013
H -0.9929 2.0278 6.1738
C 2.4524 -4.0728 -2.9787
P -1.4097 1.3004 3.1162
H -2.7737 -1.2519 4.6139
C -0.3389 2.8755 -4.2581
H -3.9763 0.2365 4.9881
H 4.7316 -0.9420 2.5105
C 2.7267 -0.0761 2.1152
C 0.2179 5.6764 -6.8037
H 1.4656 -3.9171 2.0585
P 2.0549 1.5643 1.5799
C -0.6188 1.0461 -2.0883
H -1.9541 3.5299 6.2618
H 2.2649 4.9220 2.9365
C 1.7283 -4.1500 1.0223
Pt -0.1603 2.2164 1.2108
N -1.1724 -3.8597 -1.6233
C -1.1087 0.1311 -1.1338
C -0.7191 2.4274 -1.8915
C -2.2718 -3.6853 -0.6820
H -1.9508 -3.9337 0.3314
H -1.2054 3.5288 -8.8372
H -2.7901 2.0094 6.3230
C 2.7144 0.6669 -1.0055
C 2.5784 1.9085 -0.1329
H -2.6453 -2.6497 -0.6242
H 2.5300 -0.2424 3.1944
H 1.7386 2.5187 -0.5103
N -0.2543 5.1377 -7.9226
H 3.4799 2.5360 -0.1232
H -1.6720 -2.3601 -3.1024
H 4.3805 -0.6348 0.8019
C 0.2256 4.9772 -5.5644
C -4.1648 0.7438 4.0208
H -1.5293 3.9889 -0.7051
H 0.6740 5.4418 -4.6810
H 2.4093 -5.0122 1.0324
H -0.7634 -3.7916 -3.6697
C 2.4205 4.2467 2.0878
H -0.4991 -5.4026 1.7006
H -2.8128 -0.5941 2.8908
H 3.2406 4.6487 1.4745
H -0.6323 1.8133 -4.4518
H 3.2862 -4.4698 -2.3696
H 0.6161 6.6832 -6.9673
H -0.2127 0.7204 -3.0524
H -0.0773 -0.5848 3.8781
C -0.1767 -5.5751 0.6533
H 2.1404 2.6935 3.6202
H 1.4951 4.2566 1.4834
C -1.9226 -0.8439 5.1637
H 0.0788 4.3431 -2.7161
C -0.8020 3.1526 -6.7605
C -0.7943 3.9300 -7.9175
N 0.5388 -4.3870 0.2308
C -2.1006 1.9490 0.1664
H 2.5280 -2.9816 -3.0405
H 3.7231 0.2119 -0.9833
H -3.4100 0.6869 1.9160
H -1.1860 2.1330 -6.8652
H 2.3252 -3.3007 0.6921
C 0.8376 -5.8653 -2.6607
H -3.1153 -4.3194 -1.0117
H -5.1309 0.3522 3.6773
C 4.2439 -0.2301 1.8197
H -2.3213 -0.2490 6.0110
C -0.2914 3.6484 -5.5294
H 4.7955 0.7268 1.9007
C -3.0827 0.4785 2.9343
H 1.1749 -6.1400 -3.6702
H 0.4633 -6.4725 0.5910
H 2.1362 -0.8567 1.5899
C -1.9204 2.5133 5.8509
H -1.4886 -1.7364 5.6423
Br -0.9155 -1.3756 1.3300
H -2.9718 2.9711 3.9944
H -0.3432 0.6021 5.1199
C -1.5379 -3.4490 -2.9778
H -1.3263 3.4841 3.9827
H -1.0329 -5.7416 -0.0058
H 1.9799 -0.1120 -0.7273
C -0.8629 0.0003 4.3724
H -1.1195 -0.9325 -1.4451
H 3.7599 2.6714 2.8722
*
```

Kohn-Sham gap (spin up / spin down) = 5.99 / 4.61 eV
E = -142206.577 eV

Atomic partial charges in e from the Löwdin method, atoms 1 to 8: atom 1 (H): 0.12, atom 2 (C): -0.37, atom 3 (H): 0.11, atom 4 (C): -0.12, atom 5 (H): 0.13, atom 6 (H): 0.10, atom 7 (N): -0.17, atom 8 (C): -0.35